Computed, not measured: C5H2OS in the gas phase, with ωB97M-V/def2-TZVPD.

Structure (XYZ):
```
9
Properties=species:S:1:pos:R:3:mulliken_charge:R:1
O -2.95586 -2.02421 -0.04824 -0.44
C -2.05589 -1.25867 0.00290 0.53
C -1.49745 -0.11502 0.00570 -0.45
C -0.41679 0.69559 -0.00678 0.09
C 1.04613 0.67301 -0.10796 -0.09
C 2.01408 -0.24131 -0.11454 0.12
S 3.31240 -1.12941 0.01523 -0.26
H -0.83420 1.79214 0.11272 0.18
H 1.38758 1.60787 0.14098 0.33
```

Computed properties:
Molar mass, g mol⁻¹: 110.14
Kohn-Sham gap, eV: 7.756
HOMO energy, eV: -8.902
ΔE to the lowest compared entry with this formula, charge and spin, kcal/mol: 31.7
SMILES string: O=C=C=CC=C=S
Largest force on an atom, eV/A: 3.6
Net charge: 0